No. 1
{
  "formula": "C5H4O2",
  "method": "ωB97M-V/def2-TZVPD",
  "species": ["C", "H", "C", "C", "H", "O", "H", "C", "O", "C", "H"],
  "positions_angstrom": [[0.481, 0.190, -1.095], [-0.447, -1.798, -1.023], [0.520, 1.188, -0.196], [0.206, -1.156, -0.434], [-0.065, 0.841, -1.836], [-0.933, -1.385, 1.751], [1.093, -1.776, -0.194], [-0.440, -0.704, 0.894], [-0.926, 1.587, 1.669], [-0.310, 0.835, 0.953], [0.820, 2.177, -0.489]],
  "lowdin_charge": [-0.046, 0.117, -0.031, -0.075, 0.152, 0.145, 0.136, -0.300, 0.126, -0.341, 0.116],
  "smiles": "O=C1C=CCC1=O",
  "total_energy_ha": -343.303017,
  "largest_force_ha_per_bohr": 0.056,
  "e_homo_ev": [-9.2, -9.2]
}

=====

No. 2
{
  "formula": "C2H2ClF3OS2",
  "method": "ωB97M-V/def2-TZVPD",
  "species": ["Cl", "C", "O", "S", "F", "C", "H", "H", "F", "S", "F"],
  "positions_angstrom": [[2.613, -2.117, -1.116], [-0.943, -0.502, 2.391], [1.354, -2.425, 1.512], [0.944, -2.601, 0.086], [-1.171, -0.826, 3.599], [0.620, 0.140, 0.358], [1.597, 0.143, -0.269], [-0.376, 0.271, -0.100], [-1.561, -1.438, 1.707], [0.745, -0.181, 1.981], [-1.644, 0.573, 2.149]],
  "lowdin_charge": [0.085, -1.009, -0.779, 0.507, 0.187, -0.394, 0.029, 0.048, 0.123, 1.080, 0.122],
  "total_energy_ha": -1708.710855,
  "largest_force_ha_per_bohr": 0.076,
  "e_homo_ev": [-8.7, -8.3]
}

=====

No. 3
{
  "formula": "C4H5CeO5",
  "method": "ωB97M-V/def2-TZVPD",
  "species": ["H", "H", "O", "C", "O", "H", "Ce", "O", "H", "O", "C", "C", "H", "O", "C"],
  "positions_angstrom": [[-1.897, -0.577, -1.886], [-0.834, 1.131, -0.414], [2.243, -0.740, -2.454], [-0.082, 0.323, 2.039], [-0.022, -0.427, 3.063], [0.673, -0.107, -0.847], [3.462, 1.161, 1.560], [3.009, 0.249, -0.610], [-2.353, -1.546, -0.409], [-1.083, -0.009, 1.213], [-2.130, -0.552, -0.808], [2.166, -0.195, -1.400], [-3.007, 0.110, -0.710], [0.839, 1.101, 1.807], [-0.984, 0.077, -0.142]],
  "lowdin_charge": [0.135, 0.158, 0.287, -0.553, 0.447, 0.196, 2.433, -0.155, 0.130, 0.158, 0.036, -0.382, 0.160, 0.002, -0.051],
  "charge": 3,
  "total_energy_ha": -1005.326566,
  "largest_force_ha_per_bohr": 0.110,
  "spin_multiplicity": 3,
  "e_homo_ev": [-21.6, -21.6],
  "s_squared": 2.0078
}